Entry 1:
Density functional theory data (ωB97M-V with the def2-TZVPD basis set) for 10 unconnected molecules or ions with the total composition C33H49F3O30 at a distorted geometry.

Summary:
- HOMO (eV) = -10.85
- structure (SMILES) = O=C1OC[C@@H](F)O1.O=C1OC[C@@H](F)O1.O=C1OC[C@@H](F)O1.CCOC(=O)OC.CCOC(=O)OC.CCOC(=O)OC.O=C1OCCO1.O=C1OCCO1.O=C1OCCO1.O=C1OCCO1
- charge = 0
- E (eV) = -104594.2400
- Kohn-Sham gap (eV) = 11.000

Last column: Mulliken charge in e.
Geometry (Å):
O -6.41041 3.90982 3.61842  -0.5264
C -5.57204 3.62294 2.83882  0.5613
O -4.25186 3.56909 3.10490  -0.2781
C -3.51897 3.21997 1.95470  0.7943
C -4.61208 2.60724 1.07252  0.4334
F -4.64849 1.25474 1.31153  -0.2939
O -5.77664 3.22189 1.54575  -0.3685
H -3.13916 4.11202 1.45354  0.1499
H -2.78824 2.43829 2.12346  -0.6762
H -4.42722 2.72075 0.00743  0.2176
O -2.69375 -6.63991 4.02463  -0.5461
C -2.83419 -5.88881 3.11857  0.6099
O -2.16834 -5.97821 1.94442  -0.2928
C -2.62758 -4.93352 1.06406  0.1214
C -3.08834 -3.93021 2.10135  0.8788
F -4.17088 -3.25551 1.63118  -0.3327
O -3.56109 -4.74048 3.16907  -0.3888
H -1.74989 -4.54433 0.55453  -0.2679
H -3.38965 -5.19941 0.33513  0.3106
H -2.31520 -3.25769 2.47074  -0.1416
O 3.48577 -2.57659 3.95170  -0.5011
C 3.69932 -2.09135 2.89713  0.5887
O 3.48722 -2.67678 1.70093  -0.2250
C 4.21618 -1.96640 0.69228  -0.2076
C 4.35672 -0.59742 1.33880  0.1937
F 3.26587 0.17853 0.98821  -0.1975
O 4.29910 -0.87589 2.70050  -0.3403
H 5.13748 -2.51249 0.49716  0.3844
H 3.59024 -1.93523 -0.19500  0.0301
H 5.23884 0.00118 1.13295  0.3227
C 0.38918 -1.05891 -4.92249  -1.4503
C 0.38154 0.03979 -3.86684  0.7195
O -0.86055 0.72499 -3.85977  -0.3176
C -0.96654 1.76237 -4.69707  0.8175
O -0.08463 2.19953 -5.38441  -0.5368
O -2.22101 2.20900 -4.65105  -0.3124
C -2.53215 3.31696 -5.47213  -0.6860
H 1.40308 -1.42637 -5.08519  0.3680
H 0.12002 -0.59536 -5.87526  0.4435
H -0.30897 -1.85803 -4.69037  0.3136
H 1.22693 0.70950 -4.01419  0.0693
H 0.48159 -0.43683 -2.89103  -0.2090
H -3.57557 3.56672 -5.30087  0.2437
H -2.46375 3.07874 -6.53671  0.3369
H -1.87276 4.16306 -5.28016  0.2405
C 1.53914 -4.09940 -1.51774  -0.9456
C 0.88040 -4.88813 -0.40728  0.5690
O 1.68113 -5.99353 0.00655  -0.2836
C 1.65043 -7.06590 -0.77017  0.6386
O 1.21845 -7.13454 -1.89313  -0.5583
O 2.16726 -8.08775 -0.10289  -0.3413
C 2.33894 -9.30532 -0.77461  -0.6966
H 0.86666 -3.30641 -1.85614  0.1107
H 1.76391 -4.71364 -2.38646  0.4574
H 2.48547 -3.64360 -1.21416  0.1558
H -0.05234 -5.21991 -0.88180  0.2957
H 0.54086 -4.37033 0.48589  -0.2131
H 3.10152 -9.26676 -1.55477  0.2960
H 1.40786 -9.69565 -1.19059  0.2979
H 2.67219 -10.07518 -0.07898  0.2549
C 3.21794 3.03564 -1.37207  -1.1338
C 3.01899 3.29817 -2.84478  0.2436
O 3.11000 4.69512 -3.09386  -0.3431
C 2.54232 5.17199 -4.20019  0.8207
O 1.90908 4.56612 -5.01787  -0.5405
O 2.75075 6.49025 -4.20481  -0.3456
C 2.40424 7.19468 -5.37839  -0.6952
H 3.29129 1.96445 -1.17315  0.2611
H 2.38393 3.41218 -0.78591  0.2946
H 4.15673 3.45904 -1.01159  0.3792
H 2.05674 2.88296 -3.15859  -0.2286
H 3.72095 2.73355 -3.46677  0.4843
H 2.55562 6.53362 -6.23709  0.3310
H 2.93644 8.13220 -5.45684  0.2566
H 1.32426 7.36962 -5.44368  0.2619
O 0.58028 4.74022 2.48611  -0.5536
C 0.21125 3.99632 3.33689  0.6194
O -0.79443 4.23959 4.19013  -0.3696
C -1.16882 3.06015 4.91297  -0.3600
C -0.07160 2.06293 4.47030  0.3825
O 0.73257 2.76752 3.53671  -0.2904
H -1.05826 3.32462 5.96361  0.3578
H -2.15420 2.61950 4.77343  0.2374
H -0.44563 1.16454 3.98286  -0.3143
H 0.44843 1.68129 5.35155  0.3460
O -2.32105 -0.25494 2.71719  -0.4955
C -1.48738 -0.15761 1.88076  -0.0474
O -0.99365 -1.21274 1.18673  -0.2828
C 0.08606 -0.77723 0.37594  1.6728
C -0.16757 0.71152 0.27438  -0.2889
O -0.89927 0.98960 1.47891  -0.0262
H 1.04580 -1.03117 0.83704  -0.5963
H 0.09254 -1.25050 -0.60655  -0.3788
H -0.87271 0.91922 -0.53505  0.2572
H 0.72802 1.31676 0.18864  -0.0280
O -2.10403 2.92900 -1.66786  -0.4507
C -1.73456 4.05299 -1.77796  0.3069
O -0.46489 4.41792 -2.04563  0.1541
C -0.38269 5.83222 -2.17317  -0.2683
C -1.70684 6.31664 -1.58113  -0.4069
O -2.52279 5.13395 -1.63708  -0.3769
H 0.47360 6.19936 -1.61476  0.3604
H -0.34107 6.16050 -3.21246  0.1273
H -2.19572 7.10285 -2.15331  0.3017
H -1.68333 6.68077 -0.55268  0.2397
O 0.20643 -3.26038 2.67871  -0.0831
C 0.14870 -3.60462 3.81442  0.3792
O 0.78672 -4.67921 4.31804  -0.2991
C 0.18378 -5.05853 5.53947  -0.3029
C -0.43095 -3.73816 6.01300  -0.5171
O -0.62499 -3.04513 4.76175  -0.3303
H -0.60479 -5.80159 5.43724  0.2388
H 0.93681 -5.34447 6.27000  0.3347
H 0.17438 -3.07612 6.63477  0.3067
H -1.39443 -3.85250 6.50609  0.3083

***

Entry 2:
Density functional theory data (ωB97M-V with the def2-TZVPD basis set) for a molecular structure, C30H25CrN7O2.

Summary:
- HOMO (alpha / beta) (eV) = -5.62 / -7.33
- energy above the lowest of the compared OMol25 structures with the same formula, charge and spin (kJ/mol) = 194.94
- spin multiplicity = 5
- charge = 0
- ⟨S²⟩ = 6.057
- E (eV) = -74463.0086
- Kohn-Sham gap (alpha / beta) (eV) = 5.922 / 7.038

Last column: natural (NBO) charge in e.
Geometry (Å):
Cr -0.16776 0.27513 0.25754  1.2824
O -0.91509 -0.64598 -1.26009  -0.7980
C -0.09100 -1.35280 -2.04028  0.4142
C 0.31643 -2.63646 -1.65141  -0.2877
C 1.22163 -3.36273 -2.40006  -0.1994
C 1.74481 -2.82685 -3.57247  -0.2628
C 1.32568 -1.57165 -3.97722  -0.1737
C 0.41341 -0.82108 -3.23632  -0.1338
C -0.08803 0.44984 -3.84175  -0.2290
N 0.10804 2.35518 -1.98341  -0.2726
C -1.03618 2.98273 -1.33926  -0.2121
C -2.20601 2.06022 -0.93496  -0.2563
N -1.87583 1.41908 0.32965  -0.4762
C -2.44544 1.78867 1.41213  0.2028
C -1.93919 1.47331 2.73270  -0.2836
C -2.80453 1.53411 3.83743  -0.1424
C -2.34408 1.34104 5.11717  -0.2915
C -0.96724 1.13672 5.30706  -0.1794
C -0.09051 1.11651 4.25107  -0.2459
C -0.54321 1.26627 2.91578  0.3912
O 0.30179 1.22309 1.93506  -0.7096
H -0.08811 -3.03605 -0.72884  0.2041
H 1.52737 -4.34680 -2.06546  0.2064
H 2.45959 -3.38296 -4.16455  0.2077
H 1.71396 -1.14524 -4.89603  0.2050
H -0.86069 0.25466 -4.58095  0.2265
H -1.41414 3.73436 -2.03385  0.2093
H -0.67627 3.51050 -0.45414  0.2158
H -2.35284 1.28702 -1.68921  0.2394
H -3.11865 2.65559 -0.82308  0.1888
H -3.33281 2.42674 1.34983  0.1761
H -3.85669 1.73368 3.66127  0.2054
H -3.01872 1.37106 5.96128  0.2139
H -0.58507 1.00095 6.31218  0.2116
H 0.97180 0.97147 4.40023  0.2207
N -1.21739 -2.74178 3.21311  -0.5520
C -1.30410 -1.79483 2.26229  0.3635
N -0.31550 -1.37872 1.55342  -0.5448
C 0.98601 -1.92001 1.77579  0.2913
N 1.99730 -1.48940 1.10060  -0.2393
N 1.65350 -0.51539 0.23900  -0.3639
C 2.51520 0.03626 -0.60115  0.0274
C 1.98122 1.04800 -1.43111  0.1551
C 2.73848 1.42971 -2.62456  -0.2446
C 2.25409 1.63450 -3.85303  -0.1484
C 0.85190 1.58242 -4.30160  -0.2838
C -0.23108 1.83660 -3.29342  -0.0270
N 0.76422 1.48495 -1.10334  -0.3718
C 1.12538 -2.97656 2.77796  -0.0433
C 2.34295 -3.59987 3.04897  -0.1647
C 2.42691 -4.58887 4.01045  -0.2203
C 1.29257 -4.97266 4.72115  -0.1870
C 0.07589 -4.36605 4.46741  -0.2438
C 0.00196 -3.37378 3.49936  0.1447
H -2.03849 -2.98017 3.74125  0.4173
H -2.28669 -1.36758 2.09978  0.2078
H 3.53223 -0.32489 -0.68983  0.2104
H 3.81520 1.42771 -2.49560  0.2179
H 2.98097 1.83798 -4.63167  0.2117
H 0.69018 1.95754 -5.30362  0.2180
H -1.09059 2.36900 -3.68191  0.2098
H 3.21353 -3.28705 2.48934  0.2406
H 3.37702 -5.06516 4.21075  0.2197
H 1.35767 -5.74735 5.47329  0.2185
H -0.81244 -4.65703 5.01504  0.2135

***

Entry 3:
Density functional theory data (ωB97M-V with the def2-TZVPD basis set) for a single C6H6N2 molecule.

Summary:
- HOMO (eV) = -8.51
- energy above the lowest of the compared OMol25 structures with the same formula, charge and spin (kJ/mol) = 279.63
- structure (SMILES) = C#C[C@@H]1NN=CC1=C
- charge = 0
- E (eV) = -9295.8464
- Kohn-Sham gap (eV) = 9.194

Last column: natural (NBO) charge in e.
Geometry (Å):
C -0.68407 2.49062 -1.19086  -0.2263
C -0.65124 1.49033 -0.52204  0.0044
C -0.64916 0.25876 0.26836  -0.1919
N -0.25128 0.46897 1.67258  -0.4238
N 0.45913 -0.62739 2.11919  -0.1797
C 0.84259 -1.32336 1.10944  -0.0337
C 0.35399 -0.80087 -0.16876  -0.0509
C 0.70665 -1.12848 -1.40915  -0.3720
H -0.68816 3.38279 -1.78179  0.2419
H -1.65488 -0.19471 0.22579  0.2265
H -0.99739 0.70722 2.31447  0.3764
H 1.49841 -2.17962 1.23693  0.2102
H 0.28322 -0.62536 -2.27295  0.2119
H 1.43220 -1.91890 -1.60122  0.2070